1.
The following is a quantum chemistry calculation of a gas-phase ion, C9H12N2 (charge +2) in a non-equilibrium geometry, from OMol25.

Output
HOMO energy (alpha / beta) = -17.549 / -17.661 eV
LUMO (alpha / beta) = -10.7 / -10.6 eV
Energy relative to the best compared isomer or geometry (same formula, charge and spin) = 5.3 kJ/mol
Orbital gap (alpha / beta) = 6.84 / 7.05 eV
2S+1 = 1
Net charge = +2
Electronic energy = -458.90487 Eh

Geometry as XYZ:
```
23
Properties=species:S:1:pos:R:3:forces:R:3:lowdin_charge:R:1
C -2.88748 -0.79961 -0.28130 0.685 1.520 -0.476 0.08
C -2.74820 0.64684 -0.21081 1.660 -1.636 0.980 0.15
C -1.68638 -1.39566 0.05585 -1.880 0.511 -0.657 0.09
C 0.63794 1.90529 0.21305 0.273 0.097 -0.692 0.11
C -0.79985 -0.34729 0.56029 1.391 -0.113 -1.825 -0.16
C 1.32748 0.62165 0.11652 1.021 -0.981 -0.648 -0.12
C -1.45337 0.94237 0.14543 -0.392 -2.994 0.064 -0.17
C 2.83912 0.61092 -0.24037 -1.609 -2.202 -1.652 0.05
C 1.09982 -1.87380 -0.00186 -0.174 -1.138 0.799 0.03
N -0.69006 1.98782 0.07498 0.313 2.486 -0.203 0.18
N 0.64284 -0.50617 0.18266 -1.989 2.085 -0.253 -0.01
H -3.82509 -1.04710 -0.74537 -0.060 -1.415 0.277 0.14
H -3.51895 1.33309 -0.25517 -1.587 1.284 -0.587 0.13
H -1.32121 -2.39804 -0.02208 -0.596 -0.551 0.058 0.12
H 1.20938 2.82317 0.09443 -0.139 -0.209 0.222 0.17
H -0.85955 -0.39175 1.60398 0.064 -0.124 2.142 0.19
H 3.05912 1.59939 -0.63867 0.568 -0.295 0.037 0.09
H 3.07457 -0.29896 -1.02588 -0.655 2.712 1.663 0.17
H 3.38353 0.32284 0.64269 0.480 0.328 0.476 0.10
H 2.15712 -1.75472 -0.08316 0.742 -0.718 0.401 0.07
H 0.76048 -2.40885 0.98387 0.927 0.507 -2.031 0.17
H 0.79488 -2.43427 -0.96473 -0.192 1.229 1.513 0.17
H -1.19614 2.86285 -0.20434 1.148 -0.384 0.392 0.24
```
Positions in Å, forces in eV/Å.



2.
The following is a quantum chemistry calculation of a molecular structure, C9H12N3 in a non-equilibrium geometry, from OMol25.

Output
HOMO energy = -13.651 eV
LUMO = -5.1 eV
Energy relative to the best compared isomer or geometry (same formula, charge and spin) = 397.1 kJ/mol
Orbital gap = 8.57 eV
2S+1 = 1
Net charge = +1
Electronic energy = -514.02487 Eh

Geometry as XYZ:
```
24
Properties=species:S:1:pos:R:3:forces:R:3:lowdin_charge:R:1
C -2.48051 -0.95557 0.65792 0.412 0.800 2.049 -0.03
C -2.29362 0.33549 0.38776 0.127 1.023 -2.017 0.03
C -1.58676 -1.89956 0.05859 1.364 -0.321 -1.774 -0.03
C -0.28309 2.54848 -0.27178 2.680 1.443 -0.318 -0.08
C 0.83642 1.65885 0.35386 -3.296 1.361 -0.966 0.02
C -1.50219 0.71740 -0.85610 0.142 -2.419 0.276 -0.29
C -0.38873 -0.31939 -1.09540 -0.162 2.093 2.496 -0.07
C 2.77137 -1.04747 -0.18894 -1.705 0.414 1.351 -0.03
C 1.73462 -0.48623 0.85420 2.622 -0.774 2.056 -0.22
N -1.24988 2.12388 -0.92652 -1.012 -0.190 -0.178 0.11
N -0.53802 -1.60600 -0.71441 -2.093 -1.265 1.074 0.09
N 0.79643 0.40320 0.26507 0.456 0.900 -1.055 0.03
H -3.04556 -1.12583 1.58428 -0.084 -0.795 -0.794 0.13
H -2.85650 1.17782 0.76912 -0.075 -0.259 0.584 0.13
H -1.74844 -2.96912 0.13536 0.004 0.005 0.541 0.13
H -0.07660 3.69850 -0.27550 -0.365 -2.173 0.240 0.16
H 1.42314 2.33951 0.89771 1.818 -0.200 1.194 0.12
H -2.17331 0.37610 -1.63272 -0.640 0.502 -0.797 0.17
H 0.19306 -0.24309 -1.97807 0.704 0.588 -0.679 0.14
H 2.24570 -1.08097 -1.12716 0.273 -0.420 -0.601 0.06
H 3.55811 -0.31412 -0.19794 0.488 0.043 -0.378 0.07
H 3.12531 -2.02071 0.14787 0.028 0.097 -0.269 0.09
H 2.40473 -0.12310 1.74087 -1.469 0.534 -1.580 0.16
H 1.13431 -1.18806 1.41192 -0.218 -0.985 -0.454 0.11
```
Positions in Å, forces in eV/Å.



3.
The following is a quantum chemistry calculation of a gas-phase ion, C9H12N3 (charge +1) in a non-equilibrium geometry, from OMol25.

Output
HOMO energy (alpha / beta) = -12.173 / -12.173 eV
LUMO (alpha / beta) = -4.1 / -4.1 eV
Energy relative to the best compared isomer or geometry (same formula, charge and spin) = 138.9 kJ/mol
Orbital gap (alpha / beta) = 8.07 / 8.07 eV
2S+1 = 1
Structure (SMILES) = NCC[n+]1c[nH]c2ccccc21
Net charge = +1
Electronic energy = -514.12322 Eh

Geometry as XYZ:
```
24
Properties=species:S:1:pos:R:3:forces:R:3:lowdin_charge:R:1
N -0.71850 0.72814 3.22061 -0.062 -0.099 0.281 -0.02
C -1.11770 1.62090 2.14063 -0.200 0.085 -0.377 -0.24
C -1.52613 0.81641 0.89647 -0.629 0.605 0.454 -0.16
N -0.43321 0.10359 0.34407 4.787 -3.683 4.108 0.08
C 0.73900 -0.82682 1.38628 -4.017 3.349 -4.288 0.22
N 1.51045 -1.30583 0.47096 0.131 -0.250 0.625 0.12
C 1.17179 -1.02157 -0.83098 -0.714 0.549 -1.011 -0.17
C 1.80855 -1.46186 -1.99253 -0.038 0.068 0.049 0.00
C 1.29953 -1.04864 -3.19903 0.098 -0.079 0.121 -0.06
C 0.17258 -0.21301 -3.25640 -0.034 0.029 0.169 -0.05
C -0.47646 0.21591 -2.12501 -0.001 -0.023 0.011 0.01
C 0.01915 -0.18829 -0.87443 0.599 -0.459 -0.523 -0.19
H -0.32832 1.26594 3.98744 -0.071 -0.069 -0.001 0.09
H -1.52771 0.23191 3.58486 0.069 0.083 0.062 0.09
H -0.26178 2.25400 1.89488 -0.110 0.014 -0.060 0.12
H -1.96251 2.27182 2.40389 0.134 -0.061 -0.052 0.12
H -2.33333 0.12090 1.16072 0.021 0.142 -0.122 0.14
H -1.89320 1.50483 0.12899 -0.043 -0.071 0.072 0.13
H 0.63421 -0.66279 2.43727 0.162 -0.185 0.613 0.10
H 2.32608 -1.87866 0.68148 -0.124 0.089 0.082 0.20
H 2.67225 -2.10488 -1.93564 0.130 -0.086 -0.024 0.12
H 1.76373 -1.36811 -4.11744 0.081 -0.047 -0.061 0.12
H -0.19103 0.09780 -4.22253 -0.081 0.041 -0.095 0.12
H -1.34746 0.84830 -2.18458 -0.086 0.060 -0.033 0.12
```
Positions in Å, forces in eV/Å.



4.
The following is a quantum chemistry calculation of a gas-phase ion, C9H12N5O (charge +1) in a non-equilibrium geometry, from OMol25.

Output
HOMO energy = -12.704 eV
LUMO = -4.6 eV
Energy relative to the best compared isomer or geometry (same formula, charge and spin) = 456.5 kJ/mol
Orbital gap = 8.12 eV
2S+1 = 1
Structure (SMILES) = C=C(C)C/C(=N/[N+]#CNC)c1nnco1
Net charge = +1
Electronic energy = -698.72963 Eh

Geometry as XYZ:
```
27
Properties=species:S:1:pos:R:3:forces:R:3:lowdin_charge:R:1
C -1.06940 -2.27385 1.93741 0.415 -0.609 0.239 0.08
C -1.93456 -1.68306 1.15415 0.102 1.731 -0.643 -0.35
C -2.38917 -2.24555 -0.12697 -2.795 1.409 1.161 -0.04
C -2.12248 -0.18413 1.19725 -0.261 -0.234 -2.549 -0.07
C -0.95378 0.37499 0.46527 0.537 1.417 0.367 -0.15
N -0.94735 0.54939 -0.79883 -2.967 -1.889 0.218 0.13
N -0.00931 1.01142 -1.50497 2.657 1.449 -0.587 0.14
C 1.16218 1.22296 -1.60073 -0.321 -0.825 -2.467 -0.04
N 2.23138 1.37844 -2.34375 0.499 1.993 4.015 0.02
C 2.59071 0.69109 -3.57438 -3.695 -0.301 -1.332 -0.02
C 0.15578 0.93304 1.24362 1.917 1.900 -0.639 -0.21
N 1.31831 1.37060 0.73943 -1.455 -2.541 -1.193 0.08
N 2.08126 1.79113 1.74204 1.295 1.076 -0.712 0.08
C 1.36215 1.78787 2.76831 -1.025 0.354 2.575 -0.11
O 0.09452 1.28982 2.53647 0.776 -0.445 0.564 0.13
H -0.45845 -1.69273 2.60405 -0.095 -0.201 0.725 0.07
H -0.90134 -3.33127 1.79761 0.349 -0.081 0.228 0.08
H -3.44244 -1.96738 -0.38527 0.587 -0.691 0.469 0.12
H -1.85135 -1.79759 -0.89118 1.390 0.593 -1.596 0.06
H -2.20074 -3.24223 -0.02100 0.047 -2.939 -0.673 0.06
H -3.05115 0.09797 0.64733 0.641 -0.041 0.687 0.15
H -2.02508 0.26173 2.11993 -0.581 0.596 2.415 0.09
H 2.88858 1.95742 -1.73136 -0.380 -1.036 -1.793 0.20
H 1.54825 0.37953 -4.03404 2.186 0.663 0.625 0.15
H 3.10102 1.33769 -4.26661 0.109 0.396 0.020 0.09
H 3.11861 -0.20009 -3.41878 0.950 -1.131 0.491 0.07
H 1.70383 2.18281 3.74501 -0.883 -0.615 -0.615 0.17
```
Positions in Å, forces in eV/Å.